{
  "formula": "C5H4ClFO",
  "method": "wB97M-V/def2-TZVPD",
  "species": ["F", "C", "Cl", "C", "C", "C", "O", "C", "H", "H", "H", "H"],
  "xyz": [[1.196, -1.099, -2.039], [0.939, 0.156, -1.352], [0.473, 1.149, -2.619], [-0.015, -0.068, -0.235], [-0.103, 0.973, 0.800], [-0.901, 0.400, 1.735], [-1.175, -0.901, 1.438], [-0.692, -1.228, 0.189], [1.996, 0.333, -0.947], [0.342, 1.911, 0.482], [-1.340, 0.737, 2.596], [-0.721, -2.363, -0.048]],
  "lumo_energy_ev": 0.85,
  "e_above_lowest_kcal_mol": 26.3,
  "fmax_ev_per_a": 4.46,
  "spin_multiplicity": 1,
  "homo_energy_ev": -9.305,
  "smiles": "F[C@@H](Cl)c1ccoc1",
  "mol_weight_g_mol": 134.54,
  "homo_lumo_gap_ev": 10.153
}

***

{
  "formula": "C5H12N2",
  "method": "wB97M-V/def2-TZVPD",
  "species": ["C", "C", "C", "C", "C", "N", "N", "H", "H", "H", "H", "H", "H", "H", "H", "H", "H", "H", "H"],
  "xyz": [[1.577, -0.248, 0.830], [1.025, 0.747, -0.187], [-0.112, 0.300, -1.102], [0.110, -0.662, -1.963], [-1.969, 0.588, 0.496], [-1.396, 0.761, -0.810], [0.312, -1.135, 1.638], [2.345, 0.330, 1.367], [1.956, -1.087, 0.285], [1.858, 1.091, -0.828], [0.635, 1.649, 0.293], [1.109, -1.052, -2.122], [-0.693, -1.137, -2.480], [-1.263, 0.967, 1.203], [-2.879, 1.178, 0.590], [-2.267, -0.438, 0.716], [-2.059, 0.404, -1.488], [0.855, -0.285, 1.967], [0.855, -1.971, 1.595]],
  "lumo_energy_ev": 0.95,
  "e_above_lowest_kcal_mol": 105.4,
  "fmax_ev_per_a": 3.74,
  "spin_multiplicity": 1,
  "homo_energy_ev": -8.048,
  "mol_weight_g_mol": 100.16,
  "homo_lumo_gap_ev": 9.000
}

***

{
  "formula": "C56H164F4N16O27PbS4",
  "method": "wB97M-V/def2-TZVPD",
  "species": ["Pb", "N", "S", "O", "O", "F", "S", "O", "O", "F", "N", "S", "O", "O", "F", "S", "O", "O", "F", "O", "H", "H", "O", "H", "H", "O", "H", "H", "O", "H", "H", "O", "H", "H", "C", "C", "C", "O", "C", "N", "H", "H", "H", "H", "H", "H", "H", "H", "H", "H", "H", "C", "C", "C", "O", "C", "N", "H", "H", "H", "H", "H", "H", "H", "H", "H", "H", "H", "C", "C", "C", "O", "C", "N", "H", "H", "H", "H", "H", "H", "H", "H", "H", "H", "H", "C", "C", "C", "O", "C", "N", "H", "H", "H", "H", "H", "H", "H", "H", "H", "H", "H", "C", "C", "C", "O", "C", "N", "H", "H", "H", "H", "H", "H", "H", "H", "H", "H", "H", "C", "C", "C", "O", "C", "N", "H", "H", "H", "H", "H", "H", "H", "H", "H", "H", "H", "C", "C", "C", "O", "C", "N", "H", "H", "H", "H", "H", "H", "H", "H", "H", "H", "H", "C", "C", "C", "O", "C", "N", "H", "H", "H", "H", "H", "H", "H", "H", "H", "H", "H", "C", "C", "C", "O", "C", "N", "H", "H", "H", "H", "H", "H", "H", "H", "H", "H", "H", "C", "C", "C", "O", "C", "N", "H", "H", "H", "H", "H", "H", "H", "H", "H", "H", "H", "C", "C", "C", "O", "C", "N", "H", "H", "H", "H", "H", "H", "H", "H", "H", "H", "H", "C", "C", "C", "O", "C", "N", "H", "H", "H", "H", "H", "H", "H", "H", "H", "H", "H", "C", "C", "C", "O", "C", "N", "H", "H", "H", "H", "H", "H", "H", "H", "H", "H", "H", "C", "C", "C", "O", "C", "N", "H", "H", "H", "H", "H", "H", "H", "H", "H", "H", "H"],
  "xyz": [[1.183, 3.298, -1.151], [2.229, 4.767, -2.754], [3.725, 5.252, -2.881], [4.122, 6.496, -2.178], [4.397, 4.914, -4.093], [4.349, 4.127, -1.937], [1.766, 6.011, -3.874], [2.222, 5.806, -5.246], [1.599, 7.360, -3.431], [0.209, 5.607, -3.948], [0.180, 1.412, -0.032], [0.107, -0.190, -0.476], [-1.211, -0.739, -0.937], [1.039, -1.175, 0.125], [0.909, 0.065, -1.834], [-0.772, 1.249, 1.198], [-0.130, 0.757, 2.431], [-2.182, 0.734, 1.011], [-0.897, 2.903, 1.351], [-0.493, 5.222, -0.209], [-1.211, 5.451, 0.382], [0.257, 5.716, 0.123], [2.126, 5.277, 0.535], [2.528, 6.134, 0.392], [2.524, 4.957, 1.345], [3.134, 1.497, -0.969], [3.215, 1.027, -0.139], [3.655, 0.985, -1.587], [-1.130, 3.212, -2.263], [-1.931, 2.878, -1.860], [-1.320, 3.220, -3.202], [3.418, 3.737, 2.566], [3.693, 2.944, 2.105], [4.182, 3.990, 3.085], [-0.717, 8.013, 2.527], [-2.047, 7.375, 2.917], [-3.115, 8.428, 3.236], [-4.165, 7.888, 4.110], [-3.910, 7.963, 5.486], [-2.556, 6.615, 1.749], [-0.484, 8.931, 3.066], [-0.746, 8.316, 1.481], [0.147, 7.368, 2.690], [-1.806, 6.690, 3.730], [-3.398, 8.700, 2.219], [-2.780, 9.418, 3.547], [-3.047, 7.347, 5.741], [-4.755, 7.610, 6.078], [-3.814, 8.957, 5.922], [-3.264, 5.946, 2.017], [-3.013, 7.372, 1.261], [-1.583, -2.909, 2.467], [-1.167, -4.198, 3.063], [0.354, -4.497, 2.793], [0.353, -4.866, 1.445], [1.615, -4.761, 0.852], [-1.358, -3.979, 4.458], [-2.672, -2.897, 2.424], [-1.292, -2.835, 1.419], [-1.090, -2.054, 2.930], [-1.891, -4.965, 2.790], [0.918, -5.188, 3.420], [0.785, -3.515, 2.991], [1.603, -5.307, -0.092], [2.425, -5.316, 1.324], [1.793, -3.719, 0.586], [-1.100, -3.015, 4.614], [-2.355, -3.981, 4.618], [5.122, -4.695, 0.399], [6.422, -3.942, 0.003], [6.872, -4.371, -1.462], [7.857, -3.614, -2.088], [9.292, -3.847, -1.828], [6.307, -2.446, 0.172], [4.326, -4.146, -0.104], [5.132, -4.648, 1.488], [5.056, -5.724, 0.046], [7.167, -4.178, 0.763], [5.949, -4.364, -2.042], [7.167, -5.418, -1.395], [9.725, -4.744, -2.271], [9.516, -3.973, -0.769], [9.938, -2.988, -2.005], [6.723, -2.131, 1.037], [7.043, -2.124, -0.440], [5.661, 1.262, -4.047], [6.184, 0.039, -3.318], [7.752, -0.199, -3.331], [8.313, -0.324, -4.660], [8.343, -1.654, -5.062], [5.666, 0.255, -1.954], [4.580, 1.404, -4.049], [6.036, 1.328, -5.068], [6.092, 2.137, -3.561], [5.581, -0.815, -3.625], [8.068, -1.029, -2.699], [8.228, 0.746, -3.068], [8.382, -1.665, -6.151], [7.328, -2.037, -4.963], [9.132, -2.307, -4.688], [5.896, -0.614, -1.494], [6.298, 0.905, -1.509], [-1.553, 3.310, 8.973], [-2.896, 3.046, 8.305], [-2.920, 2.744, 6.780], [-4.218, 2.399, 6.219], [-4.172, 1.706, 5.022], [-3.626, 1.913, 8.932], [-1.684, 3.299, 10.055], [-1.198, 4.341, 8.991], [-0.720, 2.698, 8.627], [-3.501, 3.925, 8.528], [-2.303, 1.859, 6.629], [-2.374, 3.494, 6.208], [-5.167, 1.550, 4.604], [-3.811, 0.689, 5.179], [-3.450, 2.146, 4.334], [-4.180, 1.608, 8.144], [-4.352, 2.399, 9.439], [-2.180, -4.006, -1.817], [-2.893, -4.307, -3.096], [-3.841, -5.500, -2.979], [-2.979, -6.631, -2.972], [-3.655, -7.859, -2.969], [-3.593, -3.137, -3.575], [-1.493, -4.843, -1.695], [-2.891, -3.946, -0.992], [-1.716, -3.020, -1.785], [-2.222, -4.655, -3.881], [-4.396, -5.463, -3.916], [-4.382, -5.401, -2.037], [-3.004, -8.504, -2.379], [-3.716, -8.146, -4.019], [-4.668, -7.921, -2.570], [-2.990, -2.377, -3.293], [-4.520, -3.009, -3.195], [-4.197, -0.326, -8.111], [-4.558, -1.206, -6.957], [-4.299, -2.639, -7.328], [-4.775, -3.006, -8.635], [-6.156, -3.199, -8.588], [-3.598, -0.841, -5.819], [-4.163, 0.728, -7.833], [-4.873, -0.368, -8.964], [-3.177, -0.541, -8.428], [-5.595, -1.021, -6.677], [-4.655, -3.303, -6.540], [-3.224, -2.816, -7.381], [-6.562, -3.488, -9.558], [-6.549, -2.250, -8.224], [-6.351, -4.051, -7.937], [-2.709, -0.664, -6.264], [-3.512, -1.616, -5.178], [0.432, 4.289, 4.091], [1.363, 4.709, 5.284], [0.639, 4.962, 6.682], [0.006, 6.234, 6.733], [0.708, 7.420, 6.234], [2.256, 3.592, 5.440], [-0.048, 3.314, 4.172], [0.995, 4.092, 3.179], [-0.271, 5.071, 3.804], [1.997, 5.547, 4.993], [1.380, 4.952, 7.482], [0.003, 4.105, 6.902], [0.961, 7.497, 5.176], [1.629, 7.397, 6.816], [0.125, 8.328, 6.389], [2.129, 2.846, 4.771], [1.981, 3.047, 6.244], [-6.306, -1.182, -3.390], [-7.113, -2.260, -2.868], [-6.994, -2.511, -1.362], [-5.773, -3.066, -1.146], [-5.371, -2.870, 0.281], [-8.532, -1.945, -3.147], [-6.601, -1.074, -4.434], [-5.230, -1.334, -3.299], [-6.589, -0.323, -2.782], [-7.010, -3.180, -3.443], [-7.702, -3.278, -1.050], [-7.079, -1.565, -0.827], [-5.589, -1.871, 0.659], [-4.334, -3.100, 0.527], [-6.049, -3.489, 0.868], [-8.683, -1.438, -4.007], [-9.164, -2.733, -3.153], [-0.374, -1.336, -4.636], [-0.271, 0.060, -5.314], [1.139, 0.481, -5.496], [1.279, 1.797, -6.035], [2.578, 2.259, -6.155], [-0.928, -0.111, -6.613], [0.187, -1.396, -3.703], [0.052, -2.134, -5.243], [-1.404, -1.538, -4.342], [-0.731, 0.811, -4.671], [1.718, -0.211, -6.109], [1.762, 0.386, -4.606], [2.943, 2.528, -5.164], [2.447, 3.201, -6.688], [3.306, 1.755, -6.790], [-0.728, 0.710, -7.166], [-0.595, -0.860, -7.203], [2.911, 0.183, 6.654], [1.563, -0.137, 6.105], [0.508, -0.591, 7.120], [-0.692, -1.020, 6.428], [-1.708, -1.572, 7.219], [1.083, 0.899, 5.297], [2.873, 1.037, 7.332], [3.774, 0.241, 5.990], [3.274, -0.680, 7.211], [1.740, -0.902, 5.349], [0.340, 0.139, 7.912], [0.868, -1.555, 7.479], [-2.604, -1.644, 6.602], [-2.004, -0.800, 7.929], [-1.311, -2.474, 7.685], [0.838, 0.600, 4.364], [0.200, 1.222, 5.664], [5.281, 0.411, 2.585], [4.212, -0.437, 1.913], [4.130, -1.910, 2.406], [3.558, -1.953, 3.690], [3.456, -3.254, 4.352], [2.935, 0.248, 1.910], [5.923, 0.857, 1.825], [5.979, -0.067, 3.273], [4.813, 1.205, 3.166], [4.525, -0.326, 0.875], [5.149, -2.253, 2.581], [3.490, -2.422, 1.687], [3.292, -3.123, 5.421], [4.402, -3.764, 4.169], [2.691, -3.997, 4.129], [2.571, 0.272, 2.852], [2.209, -0.196, 1.367], [-4.201, 3.920, -1.787], [-4.234, 2.872, -0.717], [-5.632, 2.294, -0.481], [-5.608, 1.083, 0.309], [-5.523, 1.320, 1.719], [-3.299, 1.890, -1.200], [-3.286, 4.504, -1.893], [-4.961, 4.690, -1.652], [-4.368, 3.446, -2.754], [-3.962, 3.292, 0.251], [-5.938, 1.838, -1.423], [-6.362, 3.049, -0.189], [-6.499, 1.314, 2.204], [-4.900, 2.153, 2.044], [-5.128, 0.378, 2.098], [-3.041, 1.323, -0.405], [-3.787, 1.279, -1.841], [2.616, -6.950, -5.685], [2.630, -7.048, -4.138], [1.861, -5.952, -3.402], [2.481, -4.743, -3.770], [2.090, -3.532, -3.122], [1.967, -8.343, -3.890], [2.951, -6.014, -6.132], [1.595, -7.005, -6.062], [3.137, -7.737, -6.230], [3.684, -7.074, -3.864], [1.882, -6.002, -2.313], [0.882, -5.950, -3.881], [2.384, -2.653, -3.694], [2.631, -3.451, -2.179], [1.042, -3.534, -2.823], [2.595, -8.980, -3.422], [1.186, -8.212, -3.262]],
  "lumo_energy_ev": -1.17,
  "fmax_ev_per_a": 7.65,
  "spin_multiplicity": 1,
  "homo_energy_ev": -8.266,
  "mol_weight_g_mol": 1905.47,
  "homo_lumo_gap_ev": 7.099
}

***

{
  "formula": "C2HN5O8",
  "method": "wB97M-V/def2-TZVPD",
  "species": ["C", "C", "N", "N", "N", "N", "N", "O", "O", "O", "O", "O", "O", "O", "O", "H"],
  "xyz": [[2.351, -1.020, 3.171], [-0.664, 0.542, 1.194], [0.564, 0.662, 1.112], [3.137, -0.681, 2.101], [1.545, -1.712, 3.725], [-2.994, 0.330, -4.430], [-1.795, 0.999, -2.482], [3.555, 0.450, 2.218], [3.266, -1.320, 1.085], [0.943, -2.201, 4.583], [-1.748, 0.265, 1.467], [-2.869, -0.272, -5.426], [-3.728, 0.951, -3.796], [-1.217, 1.268, -1.487], [-1.392, 0.420, -3.501], [1.047, 1.319, 0.466]],
  "lumo_energy_ev": [-1.53, -1.53],
  "e_above_lowest_kcal_mol": 0.0,
  "fmax_ev_per_a": 5.15,
  "spin_multiplicity": 1,
  "homo_energy_ev": [-9.636, -9.636],
  "mol_weight_g_mol": 223.06,
  "homo_lumo_gap_ev": [8.107, 8.106]
}

***

{
  "formula": "C5H5IO2S",
  "method": "wB97M-V/def2-TZVPD",
  "species": ["C", "C", "C", "C", "C", "O", "O", "S", "I", "H", "H", "H", "H", "H"],
  "xyz": [[-0.592, 1.330, 1.189], [1.168, 2.053, 0.154], [0.069, 0.163, 0.565], [1.199, 0.706, -0.069], [-0.641, -1.824, -1.017], [-1.729, -1.622, 1.318], [0.069, 2.395, 0.844], [-0.382, -1.505, 0.723], [2.631, -0.383, -1.073], [-1.514, 1.494, 1.694], [1.861, 2.816, -0.081], [0.181, -1.330, -1.632], [-1.575, -1.409, -1.355], [-0.745, -2.884, -1.259]],
  "lumo_energy_ev": [0.18, -2.29],
  "e_above_lowest_kcal_mol": 0.0,
  "fmax_ev_per_a": 4.87,
  "spin_multiplicity": 3,
  "s2": 2.03,
  "homo_energy_ev": [-5.406, -9.033],
  "mol_weight_g_mol": 256.06,
  "homo_lumo_gap_ev": [5.586, 6.743]
}

***

{
  "formula": "C28H40BIN6RuS5",
  "method": "wB97M-V/def2-TZVPD",
  "species": ["Ru", "C", "C", "C", "C", "N", "C", "C", "N", "B", "N", "C", "C", "N", "C", "S", "C", "C", "C", "C", "N", "C", "C", "N", "C", "S", "C", "C", "C", "C", "C", "S", "H", "H", "H", "H", "H", "H", "H", "H", "H", "H", "H", "H", "H", "H", "H", "H", "H", "H", "H", "H", "H", "H", "H", "H", "H", "H", "H", "H", "H", "H", "H", "H", "H", "H", "S", "C", "C", "C", "C", "C", "C", "S", "H", "H", "H", "H", "I", "C", "H", "H"],
  "xyz": [[-0.234, -0.163, -1.254], [3.858, 3.969, 0.987], [3.452, 2.550, 0.595], [2.927, 2.568, -0.841], [4.679, 1.643, 0.727], [2.389, 2.067, 1.523], [1.889, 2.808, 2.586], [0.980, 2.048, 3.213], [0.906, 0.837, 2.558], [-0.121, -0.217, 3.027], [0.293, -1.637, 2.570], [1.299, -2.304, 3.233], [1.522, -3.465, 2.599], [0.646, -3.523, 1.524], [-0.090, -2.375, 1.507], [-1.291, -1.962, 0.357], [0.532, -4.679, 0.588], [-0.863, -5.296, 0.719], [1.569, -5.734, 0.964], [0.802, -4.225, -0.850], [-1.558, 0.136, 2.559], [-2.636, -0.458, 3.180], [-3.754, -0.037, 2.575], [-3.377, 0.833, 1.559], [-2.012, 0.900, 1.537], [-1.034, 1.798, 0.450], [-4.345, 1.551, 0.672], [-4.143, 1.119, -0.777], [-5.769, 1.189, 1.089], [-4.156, 3.060, 0.843], [1.758, 0.855, 1.505], [2.011, -0.428, 0.404], [4.644, 4.292, 0.306], [4.252, 4.014, 2.005], [3.021, 4.664, 0.892], [3.660, 3.051, -1.492], [1.982, 3.115, -0.902], [2.755, 1.561, -1.216], [5.476, 2.008, 0.075], [4.427, 0.625, 0.438], [5.037, 1.640, 1.760], [2.202, 3.811, 2.802], [0.353, 2.270, 4.060], [-0.124, -0.206, 4.239], [1.783, -1.876, 4.095], [2.236, -4.235, 2.819], [-1.033, -5.627, 1.748], [-0.948, -6.157, 0.052], [-1.628, -4.570, 0.452], [1.419, -6.110, 1.979], [2.586, -5.344, 0.872], [1.465, -6.574, 0.278], [0.004, -3.585, -1.216], [0.874, -5.101, -1.500], [1.737, -3.662, -0.907], [-2.507, -1.145, 4.000], [-4.776, -0.297, 2.773], [-4.251, 0.037, -0.866], [-3.157, 1.392, -1.142], [-4.886, 1.603, -1.415], [-5.963, 0.123, 0.956], [-6.455, 1.739, 0.447], [-5.972, 1.470, 2.125], [-3.162, 3.358, 0.519], [-4.285, 3.342, 1.892], [-4.896, 3.590, 0.239], [1.673, -0.332, -2.824], [1.359, 0.800, -4.115], [2.254, 0.861, -5.192], [2.058, 1.751, -6.236], [0.949, 2.591, -6.225], [0.067, 2.542, -5.158], [0.272, 1.664, -4.086], [-0.803, 1.741, -2.708], [3.111, 0.196, -5.183], [2.768, 1.791, -7.056], [0.780, 3.288, -7.038], [-0.801, 3.193, -5.125], [-3.034, -2.239, -2.536], [-1.071, -1.411, -2.842], [-1.152, -0.816, -3.743], [-0.430, -2.266, -3.027]],
  "total_charge": -1,
  "lumo_energy_ev": [2.42, 2.41],
  "e_above_lowest_kcal_mol": 0.0,
  "fmax_ev_per_a": 2.26,
  "spin_multiplicity": 2,
  "s2": 0.77,
  "homo_energy_ev": [-3.427, -3.528],
  "mol_weight_g_mol": 859.79,
  "homo_lumo_gap_ev": [5.843, 5.942]
}